Density functional theory data (wB97M-V/def2-TZVPD) for a molecular structure, C3H4N2S2 at a distorted geometry.

```
11
Properties=species:S:1:pos:R:3:mulliken_charge:R:1
H -0.5283 1.9578 -0.1342 0.17
C 2.0286 -0.3214 0.2518 -0.08
S 3.5889 -0.4124 -0.1480 -0.24
H 1.5580 1.7561 0.0354 0.25
C -2.2856 0.4912 0.0910 -0.11
H 1.4173 -1.3379 0.9379 0.26
S -3.5120 -0.5666 -0.0770 -0.24
C -0.1545 0.8914 -0.1157 0.14
N -1.0271 -0.0434 0.0779 -0.32
N 1.2139 0.8186 0.1339 -0.10
H -2.5145 1.4951 -0.0845 0.28
```

Results
Relative energy (zero: lowest compared OMol25 entry of this formula, charge and spin): 300.6 kJ/mol
LUMO: -1.22 eV
Total energy: -1022.5011 hartree
Net charge: 0

=====

Density functional theory data (wB97M-V/def2-TZVPD) for C3H4N2S3 in the gas phase at a distorted geometry.

```
12
Properties=species:S:1:pos:R:3:mulliken_charge:R:1
S -2.6659 -1.8414 1.5044 -0.25
N -0.6989 0.2977 2.0214 -0.22
H -3.7144 -0.1889 2.6846 0.27
H 0.7289 -0.6882 -2.2478 0.32
N -2.7770 -0.4879 2.3848 -0.19
C 0.1687 -0.4239 -1.3171 -0.76
H -0.8308 -0.6244 -1.6748 0.30
C -0.2236 -0.4824 1.2284 0.37
C -1.8211 0.5095 2.6387 0.27
H 0.2659 0.5466 -0.8653 0.28
S 0.6907 -1.2961 0.1028 -0.03
S -1.9209 1.8240 3.6462 -0.35
```

Results
Relative energy (zero: lowest compared OMol25 entry of this formula, charge and spin): 303.3 kJ/mol
LUMO (spin up / spin down): -1.20 / -1.31 eV
Total energy: -1420.6583 hartree
Net charge: 0

=====

Density functional theory data (wB97M-V/def2-TZVPD) for a gas-phase ion, C3H4N3 (charge +1) at a distorted geometry.

```
10
Properties=species:S:1:pos:R:3:mulliken_charge:R:1
H -0.4602 0.8188 -1.0896 0.37
C -0.2350 0.6049 -0.0460 -0.77
H 1.7818 -2.2787 0.5931 0.46
N 2.7863 0.4952 -0.2440 0.67
H -1.2149 0.1850 0.4278 0.36
N 2.2150 1.4412 -0.0690 -0.26
H 0.0133 1.6084 0.4268 0.39
N 2.9039 -0.7363 -0.1053 -0.42
C 0.6986 -0.3928 0.2085 0.56
C 1.6766 -1.2898 0.3014 -0.36
```

Results
Relative energy (zero: lowest compared OMol25 entry of this formula, charge and spin): 412.2 kJ/mol
LUMO: -7.70 eV
Total energy: -280.4721 hartree
Net charge: +1

=====

Q: What is the formula in the third record?
A: C3H4N3

=====

Q: Look up the relative energy (zero: lowest compared OMol25 entry of this formula, charge and spin) of the first one.
A: 300.6 kJ/mol

=====

Q: What is the relative energy (zero: lowest compared OMol25 entry of this formula, charge and spin) in the second record?
A: 303.3 kJ/mol